# 1
{
  "formula": "C6H2INO2",
  "method": "ωB97M-V with the def2-TZVPD basis set",
  "gap_ha": [0.232, 0.233],
  "homo_ev": [-8.7, -8.7],
  "total_energy_ev": -19927.210,
  "species": ["C", "C", "C", "C", "C", "C", "N", "O", "O", "I", "H", "H"],
  "positions_angstrom": [[0.373, -1.745, -0.169], [0.399, -1.732, 1.060], [0.283, -1.158, -1.464], [-0.064, -0.753, 1.995], [0.116, 0.134, -1.295], [-0.590, 0.285, 1.361], [0.179, 1.471, -1.219], [-0.904, 2.065, -0.964], [1.256, 2.047, -1.427], [-1.340, 2.156, 1.455], [0.153, -1.767, -2.407], [0.141, -1.002, 3.075]],
  "forces_ev_per_angstrom": [[0.28, -0.78, 1.47], [-0.07, 0.03, -2.33], [-0.58, -0.87, -0.88], [0.65, -1.09, 1.12], [-0.12, 1.33, 1.45], [0.06, 1.63, 0.09], [0.03, -1.66, -1.44], [-0.38, 0.44, -0.59], [0.09, 0.25, 0.44], [0.50, -1.34, 0.63], [0.44, 1.00, 1.01], [-0.90, 1.08, -0.96]]
}

# 2
{
  "formula": "C6H2N4O5",
  "method": "ωB97M-V with the def2-TZVPD basis set",
  "gap_ha": 0.274,
  "homo_ev": -9.9,
  "total_energy_ev": -22443.544,
  "species": ["N", "O", "O", "O", "O", "O", "N", "C", "C", "C", "C", "C", "C", "N", "N", "H", "H"],
  "positions_angstrom": [[3.676, 0.355, -1.828], [1.966, 1.698, 0.955], [-1.580, 1.417, 2.795], [-1.534, -2.134, -2.433], [0.565, 1.352, 3.259], [-2.960, -1.478, -0.931], [2.618, 0.290, -1.266], [1.128, 0.899, 0.552], [1.432, 0.170, -0.704], [-1.091, -0.111, 0.554], [0.405, -0.636, -1.326], [-0.149, 0.650, 1.229], [-0.821, -0.780, -0.746], [-0.402, 1.206, 2.495], [-1.817, -1.510, -1.395], [-2.052, -0.292, 1.061], [0.617, -1.098, -2.270]],
  "forces_ev_per_angstrom": [[-7.76, -0.37, 4.31], [-0.59, -0.43, -0.19], [1.07, -0.01, -0.34], [0.03, 0.85, 1.37], [-1.56, -0.13, -1.26], [1.16, 0.07, -0.10], [7.39, 0.39, -4.15], [2.39, 1.56, 0.66], [-2.31, -0.94, 0.20], [0.26, -0.09, 0.63], [0.63, 0.37, 0.18], [-0.63, -2.09, -3.83], [2.03, 2.21, 2.23], [-0.08, 0.40, 2.91], [-2.44, -1.67, -1.83], [0.46, 0.14, -0.52], [-0.05, -0.26, -0.28]]
}

Please write out number 2 again, unchanged.
{
  "formula": "C6H2N4O5",
  "method": "ωB97M-V with the def2-TZVPD basis set",
  "gap_ha": 0.274,
  "homo_ev": -9.9,
  "total_energy_ev": -22443.544,
  "species": ["N", "O", "O", "O", "O", "O", "N", "C", "C", "C", "C", "C", "C", "N", "N", "H", "H"],
  "positions_angstrom": [[3.676, 0.355, -1.828], [1.966, 1.698, 0.955], [-1.580, 1.417, 2.795], [-1.534, -2.134, -2.433], [0.565, 1.352, 3.259], [-2.960, -1.478, -0.931], [2.618, 0.290, -1.266], [1.128, 0.899, 0.552], [1.432, 0.170, -0.704], [-1.091, -0.111, 0.554], [0.405, -0.636, -1.326], [-0.149, 0.650, 1.229], [-0.821, -0.780, -0.746], [-0.402, 1.206, 2.495], [-1.817, -1.510, -1.395], [-2.052, -0.292, 1.061], [0.617, -1.098, -2.270]],
  "forces_ev_per_angstrom": [[-7.76, -0.37, 4.31], [-0.59, -0.43, -0.19], [1.07, -0.01, -0.34], [0.03, 0.85, 1.37], [-1.56, -0.13, -1.26], [1.16, 0.07, -0.10], [7.39, 0.39, -4.15], [2.39, 1.56, 0.66], [-2.31, -0.94, 0.20], [0.26, -0.09, 0.63], [0.63, 0.37, 0.18], [-0.63, -2.09, -3.83], [2.03, 2.21, 2.23], [-0.08, 0.40, 2.91], [-2.44, -1.67, -1.83], [0.46, 0.14, -0.52], [-0.05, -0.26, -0.28]]
}